(1)
An isolated ion of composition C7H8N3O and charge +1 at a distorted geometry. Source: the OMol25 dataset; level of theory: ωB97M-V/def2-TZVPD.

Each line ends with the Löwdin charge.
Positions of all 19 atoms, in Å:
C1 0.2883 -1.4583 -1.8987  -0.017
H1 0.8067 -2.3324 -1.5015  0.100
H2 0.9708 -0.9794 -2.5990  0.098
H3 -4.3661 -1.0757 -1.6938  0.106
C2 -0.0365 -0.5285 -0.7822  -0.279
C3 0.9677 0.7874 1.1069  -0.267
H4 -0.5962 -1.7887 -2.4394  0.078
C4 2.2086 1.1392 1.8367  -0.010
O1 -2.4233 1.7973 1.8358  0.244
N1 -0.1523 1.2745 1.6433  0.217
N2 -1.2810 -0.2123 -0.4851  0.121
N3 -2.3066 -0.6146 -1.0442  0.017
C5 1.0218 -0.0169 -0.0135  0.112
C6 -3.3980 -0.8389 -1.3596  0.293
H5 2.0135 -0.3170 -0.3188  0.151
H6 2.8870 1.7050 1.1969  0.102
H7 1.9886 1.7264 2.7253  0.097
H8 2.7372 0.2311 2.1257  0.100
C7 -1.3302 1.5019 1.6651  -0.262

## Properties
Energy above the lowest of the compared OMol25 structures with the same formula, charge and spin   1.466 eV
LUMO level (alpha / beta)   -3.465 / -7.522 eV
HOMO energy (alpha / beta)   -10.5 / -14.5 eV
Charge   +1
Spin multiplicity   3
E_tot   -13894.08037 eV
⟨S²⟩   2.020

=====

(2)
A 2-piece molecular cluster, C7H8N3OS overall at a distorted geometry. Source: the OMol25 dataset; level of theory: ωB97M-V/def2-TZVPD.

Each line ends with the Löwdin charge.
Positions of all 20 atoms, in Å:
H1 -4.7945 -1.0514 -1.4383  0.156
C1 -3.9446 -0.8433 -0.7790  -0.135
H2 2.7909 -0.1109 -1.8003  0.072
O1 -2.7410 0.1433 0.6531  -0.017
N1 -4.0161 0.1686 0.0259  0.147
C2 2.3863 -0.5670 -0.9887  -0.116
N2 -2.7683 -1.4909 -0.6569  0.122
C3 -0.2031 -0.4062 1.6845  -0.135
C4 0.8508 -0.6520 0.7646  -0.495
H3 3.2723 -2.7361 -0.8653  0.098
N3 -0.5079 0.8620 2.0559  0.179
H4 -2.2699 -2.2726 -1.0704  0.170
H5 -1.1968 1.1011 2.7857  0.152
H6 1.2127 1.1772 -0.2610  0.101
H7 -0.8177 -1.2270 1.9509  0.098
H8 0.0132 1.6961 1.8876  0.125
S1 1.4890 -2.3325 0.6178  1.060
C5 -2.0483 -0.8325 0.2724  -0.149
C6 2.6067 -1.8923 -0.5597  -0.373
C7 1.4533 0.1700 -0.1705  -0.058

## Properties
Energy above the lowest of the compared OMol25 structures with the same formula, charge and spin   3.053 eV
LUMO level   -4.428 eV
HOMO energy   -12.6 eV
Charge   +1
E_tot   -24731.44860 eV

=====

(3)
A 2-piece molecular cluster, C7H8N4 overall at a distorted geometry. Source: the OMol25 dataset; level of theory: ωB97M-V/def2-TZVPD.

Each line ends with the Löwdin charge.
Positions of all 19 atoms, in Å:
N1 0.0159 -1.3958 -3.3588  0.135
H1 -2.5584 0.7089 -0.3483  0.102
N2 -0.8352 -1.2483 -2.5574  -0.238
H2 1.2544 -2.2427 0.6614  0.098
H3 1.1685 -2.2403 -1.0587  0.098
H4 1.7146 -0.7673 -0.1644  0.061
C1 -2.0257 2.0651 1.1218  -0.196
N3 -1.4552 -1.2213 -1.6122  0.207
C2 0.2466 0.6702 1.6308  -0.033
C3 -0.1528 1.8106 2.3419  -0.178
H5 -2.9712 2.5430 1.0197  0.098
H6 0.7473 2.1792 2.9767  0.125
C4 -0.3386 -1.0556 0.1077  -0.085
C5 -0.6430 0.1894 0.5673  -0.284
H7 0.2116 -1.0122 -4.3002  0.117
H8 1.2504 0.1696 1.9747  0.135
N4 -1.1873 2.5981 2.0058  0.042
C6 0.9857 -1.5599 -0.1654  -0.141
C7 -1.8167 0.9513 0.4164  -0.064

## Properties
Energy above the lowest of the compared OMol25 structures with the same formula, charge and spin   7.119 eV
LUMO level (alpha / beta)   -0.818 / -0.637 eV
HOMO energy (alpha / beta)   -7.2 / -7.2 eV
Charge   0
E_tot   -13342.05782 eV

=====

(4)
One molecule with the formula C7H8N4O at a distorted geometry. Source: the OMol25 dataset; level of theory: ωB97M-V/def2-TZVPD.

Each line ends with the Löwdin charge.
Positions of all 20 atoms, in Å:
H1 0.5483 3.7065 -0.6860  0.068
H2 -0.9302 -3.3603 1.0563  0.097
C1 0.0437 -2.2299 -0.5627  -0.007
C2 -0.1549 -0.3048 0.5409  -0.207
H3 -0.6743 -0.8304 3.4463  0.078
H4 -1.8687 -1.9796 2.9236  0.096
N1 0.1869 3.2256 0.0660  0.141
C3 0.2429 -0.8312 -0.6448  -0.109
N2 0.7723 1.5081 -1.3116  0.184
C4 0.2336 1.8936 -0.2068  -0.472
O1 1.2793 -0.2652 -2.6722  0.054
H5 -0.7178 3.5472 0.3964  0.108
C5 -1.3631 -1.0413 2.6534  -0.011
N3 -0.2630 1.0918 0.7897  0.162
C6 0.8051 0.1134 -1.6173  -0.419
N4 -0.6931 -1.2567 1.3666  -0.077
C7 -0.5563 -2.4683 0.6440  -0.060
H6 0.3228 -3.0133 -1.2383  0.110
H7 -2.0750 -0.2327 2.5081  0.086
H8 -0.3668 1.5125 1.7558  0.178

## Properties
Energy above the lowest of the compared OMol25 structures with the same formula, charge and spin   0.000 eV
LUMO level   0.311 eV
HOMO energy   -8.2 eV
Charge   0
SMILES   Cn1ccc2c(=O)nc(N)[nH]c21
E_tot   -15396.87505 eV

=====

(5)
One molecule with the formula C7H8N4O2 at a distorted geometry. Source: the OMol25 dataset; level of theory: ωB97M-V/def2-TZVPD.

Each line ends with the Löwdin charge.
Positions of all 21 atoms, in Å:
C1 0.5739 0.1630 -0.0292  0.007
O1 -1.7928 0.9793 -0.1467  0.013
N1 2.0865 2.1563 0.1714  0.124
H1 -2.6584 -2.2639 0.8108  0.163
H2 -0.6375 -3.0380 -0.3033  0.212
C2 -0.5391 1.1184 0.0750  -0.268
H3 -3.3466 -0.0239 -0.1673  0.156
H4 -1.6409 -0.7378 1.6917  0.186
O2 1.4120 -1.9776 -0.7234  -0.009
N2 -0.5688 -2.0057 0.0885  0.024
C3 1.8288 0.8379 -0.1676  -0.304
H5 3.7656 0.3755 -0.8385  0.165
C4 0.5121 -1.2619 -0.2178  -0.434
N3 -0.3398 2.4562 0.4440  0.142
C5 0.9549 2.7835 0.4826  -0.233
C6 -1.7990 -1.4153 0.6394  -0.125
H6 1.0027 3.7095 0.9871  0.093
N4 2.8923 -0.0426 -0.2664  0.100
C7 -2.2537 -0.2907 -0.3940  -0.178
H7 -2.0623 -0.5805 -1.3573  0.101
H8 2.6102 -0.9418 -0.7788  0.064

## Properties
Energy above the lowest of the compared OMol25 structures with the same formula, charge and spin   2.272 eV
LUMO level   0.281 eV
HOMO energy   -9.2 eV
Charge   0
SMILES   Nc1ncnc2c1C(=O)NCCO2
E_tot   -17442.25647 eV

=====

(6)
A 2-piece molecular cluster, C7H8N4O2P overall at a distorted geometry. Source: the OMol25 dataset; level of theory: ωB97M-V/def2-TZVPD.

Each line ends with the Löwdin charge.
Positions of all 22 atoms, in Å:
H1 -3.6694 -0.4058 -0.4661  0.167
C1 -2.6386 -0.5244 1.3849  -0.208
C2 -0.2900 -0.4115 -0.1401  -0.368
H2 -1.4842 -1.2044 2.9115  0.094
O1 2.4844 1.5380 -1.5456  -0.124
N1 3.3932 0.9503 0.3354  -0.139
N2 -4.8877 -0.4243 2.6085  0.210
C3 -1.4309 -0.8727 1.9646  0.027
H3 -1.5772 0.0626 -1.7149  0.062
O2 4.5065 1.0735 -0.1748  0.015
H4 2.1372 -0.5002 -2.8002  -0.037
C4 -2.6643 -0.2130 0.0348  0.004
N3 0.9283 -0.5325 -0.7618  -0.194
H5 0.7280 -0.7856 1.7152  0.118
C5 -1.5058 -0.1619 -0.7069  -0.043
H6 3.3525 0.6422 1.3128  0.202
P1 0.9913 -0.3220 -2.2587  1.113
H7 3.4644 1.7065 -1.8230  0.172
C6 -3.8892 -0.4690 2.0462  -0.160
C7 -0.2447 -0.7622 1.2405  0.050
N4 2.2874 1.0856 -0.2550  -0.020
H8 0.0087 0.5306 -2.9072  0.060

## Properties
Energy above the lowest of the compared OMol25 structures with the same formula, charge and spin   2.120 eV
LUMO level   -6.464 eV
HOMO energy   -13.1 eV
Charge   +1
E_tot   -26717.59091 eV

=====

(7)
A 2-piece molecular cluster, C7H8N5 overall at a distorted geometry. Source: the OMol25 dataset; level of theory: ωB97M-V/def2-TZVPD.

Each line ends with the Löwdin charge.
Positions of all 20 atoms, in Å:
N1 3.1478 1.4603 0.1556  0.151
C1 -3.7137 -0.7397 0.1559  -0.025
C2 -2.6314 1.1925 -0.2677  -0.069
N2 0.7864 1.2274 0.1169  0.181
H1 -1.7489 -1.6557 0.9008  0.131
H2 -0.6315 0.6502 0.2209  0.070
C3 2.7118 -1.2213 -0.1627  -0.200
C4 -2.2638 -0.8525 0.3295  -0.061
H3 -4.5991 -1.4503 0.3626  0.166
H4 0.4846 -1.5816 -0.1470  0.028
N3 -3.8082 0.5314 -0.2568  0.041
H5 -2.5840 2.2079 -0.5951  0.152
C5 1.5596 -1.5726 -0.1447  0.160
H6 5.0911 1.0236 -0.1081  0.153
C6 1.9280 1.2322 0.1979  -0.346
H7 -4.7500 0.7809 -0.6998  0.217
N4 3.9423 -0.7569 -0.2199  0.081
N5 -1.6866 0.3333 0.0687  0.065
H8 4.6727 -1.3955 0.1048  0.179
C7 4.0930 0.5867 -0.0120  -0.075

## Properties
Energy above the lowest of the compared OMol25 structures with the same formula, charge and spin   1.699 eV
LUMO level   -3.293 eV
HOMO energy   -12.7 eV
Charge   +1
E_tot   -14829.25108 eV

=====

(8)
An isolated ion of composition C7H8NO2 and charge +1 at a distorted geometry. Source: the OMol25 dataset; level of theory: ωB97M-V/def2-TZVPD.

Each line ends with the Löwdin charge.
Positions of all 18 atoms, in Å:
C1 1.5726 -0.8755 1.5316  0.125
H1 -0.4051 0.7379 1.1177  0.072
H2 1.2609 1.7388 0.0673  0.169
H3 -1.9715 -3.1133 -0.3331  0.076
C2 -0.5128 -1.8920 0.3195  -0.199
H4 2.3809 -0.4367 2.0205  0.035
C3 -1.1260 0.7957 0.3419  -0.064
O1 -2.2186 -1.0049 -1.0253  0.124
C4 0.6249 1.9939 -0.7741  -0.101
N1 -0.6634 1.5860 -0.7852  0.113
H5 -2.1534 1.3096 0.7547  0.197
C5 -1.0283 -3.1401 0.1674  0.164
H6 -0.6646 -4.0781 0.5023  0.084
H7 2.0209 2.8401 -1.7850  0.198
H8 -1.3711 1.6581 -1.5174  0.189
C6 0.6654 -1.4663 1.0610  -0.094
C7 -1.4038 -0.7268 -0.2155  -0.294
O2 1.0692 2.5518 -1.8051  0.205

## Properties
Energy above the lowest of the compared OMol25 structures with the same formula, charge and spin   2.201 eV
LUMO level   -4.462 eV
HOMO energy   -13.1 eV
Charge   +1
SMILES   C#CC(=C)C(=O)C/[NH+]=C/O
E_tot   -12963.13348 eV

=====

> The highest E_tot belongs to which entry?

C7H8NO2